# 1
Here is C47H57CaN5O4 as an isolated structure from the Open Molecules 2025 dataset. Energies are from ωB97M-V/def2-TZVPD.

Geometry as XYZ:
```
114
Properties=species:S:1:pos:R:3:forces:R:3:lowdin_charge:R:1
Ca -0.5446 -0.1643 0.1438 -0.4 -0.4 0.1 1.41
C 3.6477 1.6871 -1.7554 0.0 0.0 0.0 -0.06
C 3.0662 0.4429 -2.4262 0.0 0.0 0.0 -0.36
C 4.1398 -0.3184 -3.2063 0.0 0.0 0.0 -0.06
C 1.8910 0.8025 -3.3135 -0.1 0.0 0.0 -0.14
C 2.0885 1.7537 -4.3064 0.1 0.0 0.0 -0.07
C 1.0561 2.1682 -5.1310 0.0 0.0 0.0 -0.11
C -0.1981 1.6191 -4.9446 0.0 0.0 0.0 -0.07
C -0.4357 0.6568 -3.9679 0.2 0.0 0.1 -0.14
C -1.8223 0.0696 -3.8681 0.0 -0.1 0.0 -0.38
C -2.8788 1.1409 -3.6018 -0.1 0.0 0.0 -0.06
C -2.1588 -0.7157 -5.1371 0.0 -0.1 0.0 -0.06
C 0.6138 0.2204 -3.1348 0.0 0.0 0.0 -0.17
N 0.4194 -0.7036 -2.0801 0.0 0.2 -0.3 0.00
C 0.9982 -1.8924 -2.2484 0.0 -0.1 0.0 -0.51
O 1.4346 -2.3946 -3.2972 0.0 0.0 0.0 -0.01
C 1.2695 -2.6445 -0.9492 0.0 -0.1 0.0 -0.19
C 1.9906 -3.8309 -0.9407 0.0 0.0 0.0 0.00
C 2.4042 -4.3331 0.2840 0.0 0.0 0.0 -0.06
C 2.1129 -3.6462 1.4534 0.0 0.0 0.0 -0.02
C 1.3724 -2.4766 1.3572 0.0 -0.1 0.0 -0.19
N 0.9580 -2.0272 0.1805 0.2 0.3 0.0 0.07
C 1.1637 -1.5806 2.5730 0.1 0.0 -0.1 -0.51
O 1.5222 -2.0244 3.6765 0.1 0.0 0.1 -0.01
N 0.7001 -0.3632 2.2872 0.6 -0.2 -0.3 0.00
C 0.8824 0.6081 3.2907 -0.1 0.0 0.0 -0.17
C -0.2035 0.9606 4.0976 -0.2 0.0 0.2 -0.13
C -0.0616 1.9666 5.0482 -0.1 0.0 0.0 -0.06
C 1.1423 2.6246 5.2217 0.1 0.0 0.0 -0.10
C 2.2227 2.2687 4.4267 -0.1 0.0 0.0 -0.06
C 2.1171 1.2767 3.4589 -0.1 0.0 -0.1 -0.13
C 3.3394 0.9273 2.6286 -0.1 0.0 0.0 -0.37
C 4.3183 0.0687 3.4368 0.0 0.0 0.0 -0.06
C 4.0462 2.1674 2.0835 0.0 0.0 0.0 -0.08
C -1.5026 0.1809 3.9997 0.1 0.2 0.1 -0.37
C -1.6527 -0.7238 5.2266 0.0 0.3 0.4 -0.08
C -2.7280 1.0778 3.8260 0.0 0.1 0.2 -0.07
H 4.4464 1.4099 -1.0649 0.0 0.0 0.0 0.07
H 2.8763 2.2181 -1.1947 0.0 0.0 0.0 0.07
H 4.0699 2.3776 -2.4909 0.0 0.0 0.0 0.07
H 2.6961 -0.2088 -1.6345 0.0 0.0 0.0 0.12
H 4.5541 0.3082 -4.0033 0.0 0.0 0.0 0.07
H 3.7123 -1.2161 -3.6510 0.0 0.0 0.0 0.07
H 4.9617 -0.6087 -2.5448 0.0 0.0 0.0 0.07
H 3.0765 2.1847 -4.4331 0.0 0.0 0.0 0.10
H 1.2277 2.9113 -5.9019 0.0 0.0 0.0 0.09
H -1.0187 1.9359 -5.5802 0.0 0.0 0.0 0.10
H -1.8140 -0.6271 -3.0315 -0.1 -0.1 0.1 0.11
H -2.8934 1.8912 -4.3980 0.0 0.0 0.0 0.07
H -2.6907 1.6559 -2.6628 0.0 0.1 0.1 0.07
H -3.8743 0.6939 -3.5445 0.0 0.0 0.0 0.07
H -2.1796 -0.0541 -6.0091 0.0 0.0 0.0 0.07
H -3.1375 -1.1906 -5.0488 -0.1 0.0 0.0 0.07
H -1.4117 -1.4911 -5.3172 0.0 0.0 0.0 0.08
H 2.2302 -4.3017 -1.8835 0.0 0.0 0.0 0.11
H 2.9766 -5.2535 0.3263 0.0 0.0 0.0 0.10
H 2.4411 -3.9776 2.4282 0.0 0.0 0.0 0.11
H -0.9098 2.2281 5.6716 0.0 0.0 0.0 0.10
H 1.2413 3.4055 5.9674 0.0 0.0 0.0 0.08
H 3.1705 2.7770 4.5629 0.0 0.0 0.0 0.09
H 2.9954 0.3392 1.7760 -0.1 0.0 0.0 0.12
H 4.7092 0.6389 4.2866 0.0 0.0 0.0 0.07
H 5.1658 -0.2371 2.8156 0.0 0.0 0.0 0.07
H 3.8205 -0.8221 3.8170 0.0 0.0 0.0 0.07
H 4.4628 2.7797 2.8873 0.0 0.0 0.0 0.06
H 3.3618 2.7877 1.5034 0.0 0.0 0.0 0.08
H 4.8744 1.8733 1.4354 0.0 0.0 0.0 0.06
H -1.4273 -0.4642 3.1206 0.0 0.2 0.1 0.09
H -1.7178 -0.1215 6.1377 0.0 0.1 0.0 0.07
H -0.7928 -1.3897 5.3161 0.0 0.0 0.0 0.08
H -2.5581 -1.3334 5.1541 0.2 0.2 0.3 0.06
H -2.8747 1.7245 4.6955 0.0 0.0 0.0 0.07
H -3.6273 0.4665 3.7124 0.0 0.1 0.2 0.06
H -2.6368 1.7008 2.9356 0.0 0.0 0.0 0.07
C -1.6005 -3.9120 0.9519 0.0 0.0 0.0 -0.25
C -1.9838 -3.7481 -0.3930 0.0 0.0 0.0 -0.26
C -2.7850 -2.5912 -0.4793 0.1 0.0 0.0 -0.28
C -2.8826 -2.0211 0.8161 0.0 0.1 0.1 -0.29
C -2.1381 -2.8463 1.6965 0.0 -0.1 0.1 -0.25
C -2.0943 -2.7472 3.1957 -0.2 -0.1 -0.3 -0.07
C -3.9381 -1.0346 1.2392 0.1 0.1 0.0 -0.07
C -3.6877 -2.2884 -1.6347 0.0 0.1 0.0 -0.07
C -1.6521 -4.6526 -1.5449 0.0 0.0 0.0 -0.07
C -0.8371 -5.0567 1.5528 0.0 0.0 0.0 -0.07
H -2.4975 -3.6527 3.6692 0.0 -0.1 0.0 0.08
H -2.6999 -1.9083 3.5524 0.0 -0.5 -0.5 0.03
H -1.0823 -2.6090 3.5970 -0.1 -0.1 -0.1 0.06
H -4.8799 -1.5403 1.5033 0.0 0.0 0.0 0.07
H -4.1660 -0.3136 0.4522 0.0 0.0 0.0 0.05
H -3.6368 -0.4414 2.1076 -0.1 -0.2 -0.3 0.02
H -3.9613 -1.2326 -1.6926 0.0 0.1 0.0 0.05
H -4.6315 -2.8532 -1.5653 0.0 0.0 0.0 0.07
H -3.2312 -2.5664 -2.5846 0.1 0.0 -0.2 0.06
H -2.5456 -5.1300 -1.9704 0.0 0.0 0.0 0.06
H -0.9804 -5.4570 -1.2336 0.0 0.0 0.0 0.05
H -1.1554 -4.1271 -2.3680 0.0 0.0 0.0 0.06
H -1.5071 -5.8178 1.9794 0.0 0.0 0.0 0.07
H -0.1829 -4.7267 2.3647 0.0 0.0 0.0 0.06
H -0.2047 -5.5631 0.8197 0.0 0.0 0.0 0.05
O -2.2410 1.4528 0.5445 -0.1 0.2 0.0 -0.25
N -2.1617 2.6311 0.0894 0.0 0.0 0.0 -0.03
N -1.0427 2.8691 -0.4952 0.0 0.0 0.0 -0.26
O -0.1019 1.9803 -0.6096 0.1 -0.1 -0.1 -0.23
C -0.8914 4.1048 -1.1887 0.0 0.0 0.0 -0.17
C -1.6186 5.2307 -0.8227 0.0 0.0 0.0 -0.03
C -1.4507 6.4016 -1.5443 0.0 0.0 0.0 -0.11
C -0.5653 6.4503 -2.6147 0.0 0.0 0.0 -0.12
C 0.1566 5.3165 -2.9612 0.0 0.0 0.0 -0.08
C 0.0028 4.1367 -2.2492 0.0 0.0 0.0 0.00
H -2.3011 5.1732 0.0125 0.0 0.0 0.0 0.10
H -2.0122 7.2844 -1.2632 0.0 0.0 0.0 0.09
H -0.4390 7.3701 -3.1730 0.0 0.0 0.0 0.09
H 0.8432 5.3383 -3.7985 0.0 0.0 0.0 0.10
H 0.5479 3.2374 -2.5038 0.0 0.0 0.0 0.10
```
Positions in Å, forces in eV/Å.

## Properties
* total charge: -2
* LUMO level: 4.236 eV
* HOMO: -1.0 eV
* F_max: 0.0141 Eh/bohr
* spin multiplicity: 1



# 2
Here is one molecule with the formula C5H6N2O from the Open Molecules 2025 dataset. Energies are from ωB97M-V/def2-TZVPD.

Geometry as XYZ:
```
14
Properties=species:S:1:pos:R:3:forces:R:3:lowdin_charge:R:1
O 2.4035 -0.9575 0.0137 0.1 -0.6 0.1 -0.05
C 2.3497 0.2599 0.0560 0.4 1.5 -0.2 -0.38
C 1.1614 1.0617 0.0055 -1.3 -1.9 -0.1 -0.06
C -0.0847 0.3401 -0.0581 3.4 3.0 -0.4 -0.28
C -0.3987 -1.0165 -0.1019 -1.2 -2.0 0.5 0.00
C -1.7634 -1.0722 0.0096 -0.2 -0.6 0.4 -0.08
N -2.2774 0.1680 0.1342 -1.1 0.9 -0.1 0.01
N -1.2342 1.0504 -0.1094 -0.6 1.4 0.4 0.05
H 3.3138 0.8516 0.1208 -0.5 -0.3 0.0 0.11
H 1.1612 2.1494 -0.0521 0.1 -0.3 0.1 0.08
H 0.2180 -1.9109 -0.0536 0.1 0.8 -0.2 0.11
H -2.4283 -1.9405 0.1025 0.4 0.5 -0.2 0.13
H -3.2441 0.4669 -0.0100 0.8 -0.3 -0.1 0.16
H -1.2531 2.0759 0.1433 -0.4 -2.1 -0.2 0.20
```
Positions in Å, forces in eV/Å.

## Properties
* total charge: 0
* LUMO level: 0.444 eV
* SMILES: O=C/C=C1\C=CNN1
* energy relative to the best compared isomer or geometry (same formula, charge and spin): 179.77 kJ/mol
* HOMO: -7.2 eV
* F_max: 0.0882 Eh/bohr
* spin multiplicity: 1



# 3
Here is a 2-piece molecular cluster, C2H9N3O overall from the Open Molecules 2025 dataset. Energies are from ωB97M-V/def2-TZVPD.

Geometry as XYZ:
```
15
Properties=species:S:1:pos:R:3:forces:R:3:lowdin_charge:R:1
C -1.6744 -0.6068 0.6393 0.5 -0.2 0.3 -0.14
N -0.8039 0.4840 0.2442 1.2 0.4 0.1 -0.09
C 0.7050 0.4264 0.4425 -2.0 -0.8 2.1 -0.65
N 1.2085 -0.8680 0.5963 -0.9 1.5 0.0 0.13
O 1.2604 1.4036 0.9209 0.0 -0.2 -0.7 0.00
H -2.7147 -0.2843 0.5971 0.1 0.0 -0.1 0.08
H -1.4754 -0.9610 1.6589 0.0 0.0 -0.1 0.08
H -1.5431 -1.4519 -0.0438 -0.2 0.0 0.0 0.07
H -1.1241 1.3864 0.5744 0.3 -0.1 0.2 0.11
H 2.1190 -0.8794 1.0289 -0.2 -0.6 -0.3 0.10
H 0.6460 -1.6255 0.2456 0.7 -0.2 0.2 0.08
N 0.8693 0.6480 -1.6266 -1.5 1.2 -0.2 0.03
H -0.2273 0.7622 -1.5330 3.1 -0.6 -1.0 0.11
H 1.3712 1.5200 -1.4900 -0.3 -0.1 -0.3 0.05
H 1.3836 0.0463 -2.2547 -0.8 0.0 -0.3 0.05
```
Positions in Å, forces in eV/Å.

## Properties
* total charge: 0
* LUMO level: 0.886 eV
* SMILES: CNC(N)=O.N
* energy relative to the best compared isomer or geometry (same formula, charge and spin): 147.15 kJ/mol
* HOMO: -9.0 eV
* F_max: 0.0652 Eh/bohr
* spin multiplicity: 1



# 4
Here is a 2-piece molecular cluster, C19H18NO overall from the Open Molecules 2025 dataset. Energies are from ωB97M-V/def2-TZVPD.

Geometry as XYZ:
```
39
Properties=species:S:1:pos:R:3:forces:R:3:lowdin_charge:R:1
C 4.2659 -2.5568 0.8434 0.1 -0.2 0.0 -0.03
C 3.2465 -1.4462 0.9190 0.3 1.9 0.0 -0.46
C 1.8297 -1.8172 0.8864 -0.5 0.4 0.3 -0.03
C 0.8549 -0.9036 1.1423 1.0 -0.6 0.1 -0.01
C -0.5336 -1.2821 1.3079 -1.4 -0.4 -0.2 -0.21
C -1.4130 -0.4968 2.0859 0.5 -0.2 -0.2 -0.03
C -2.7420 -0.8636 2.2549 -0.3 -0.5 -0.2 -0.09
C -3.2371 -2.0250 1.6306 0.5 0.3 0.0 -0.09
C -2.3744 -2.8191 0.8551 -0.1 0.3 0.3 -0.09
C -1.0380 -2.4567 0.7028 -0.1 0.3 0.3 -0.03
O 3.6113 -0.2616 1.0089 -0.2 -1.9 0.1 0.01
H 3.8126 -3.5524 0.8514 0.0 0.2 0.0 0.07
H 4.8543 -2.4386 -0.0716 -0.1 0.0 0.1 0.09
H 4.9454 -2.4705 1.6945 0.0 0.0 -0.1 0.08
H 1.6024 -2.8808 0.7588 0.0 0.5 0.0 0.10
H 1.1101 0.1417 1.3431 0.1 -0.4 -0.2 0.13
H -1.0076 0.3809 2.5950 -0.2 -0.1 -0.3 0.11
H -3.4067 -0.2587 2.8779 0.2 -0.2 -0.3 0.10
H -4.2888 -2.3003 1.7375 0.3 0.1 0.0 0.09
H -2.7508 -3.7266 0.3753 0.1 0.3 0.1 0.10
H -0.3670 -3.0818 0.1136 -0.3 0.3 0.0 0.10
C 2.0768 1.1121 -1.5785 0.8 -0.5 -0.2 -0.09
C 0.6207 0.8879 -1.7120 -1.3 -0.6 -0.2 -0.33
C 0.1779 -0.2582 -2.4034 -0.6 -1.0 -0.9 -0.32
N -0.2792 -1.1646 -3.0130 0.9 1.2 1.1 0.06
C -0.3797 1.8639 -1.4443 0.1 -0.1 0.0 -0.22
C -0.0595 3.0857 -0.7819 -0.3 0.0 -0.1 -0.07
C -1.0410 4.0295 -0.5114 -0.1 -0.4 -0.2 -0.14
C -2.3708 3.8019 -0.8954 -0.2 0.4 0.2 -0.17
C -2.7145 2.6263 -1.5786 0.7 -0.1 0.2 -0.14
C -1.7407 1.6695 -1.8440 -0.4 0.4 0.0 -0.06
H 2.3194 2.0924 -1.1714 0.0 -0.1 -0.1 0.05
H 2.5509 0.3603 -0.9319 0.0 0.3 -0.2 0.04
H 2.5432 1.0213 -2.5738 0.2 0.2 0.2 0.07
H 0.9778 3.2693 -0.5052 -0.3 0.1 0.1 0.08
H -0.7574 4.9500 0.0019 -0.2 -0.2 -0.1 0.08
H -3.1375 4.5384 -0.6557 0.1 -0.1 -0.1 0.07
H -3.7419 2.4582 -1.9091 0.2 0.1 0.1 0.09
H -2.0186 0.7718 -2.4048 0.2 0.3 0.3 0.08
```
Positions in Å, forces in eV/Å.

## Properties
* total charge: -1
* LUMO level: 2.328 eV
* HOMO: -2.2 eV
* F_max: 0.0380 Eh/bohr
* spin multiplicity: 1